Molecular formula: C11H18NO5P
Method: DFT, wB97M-V/def2-TZVPD

The geometry in XYZ format:
```
36
Properties=species:S:1:pos:R:3
C 0.2528 -2.4878 -3.6439
O -1.1557 -2.2374 -3.7538
C -1.3787 -0.8244 -3.7268
C -2.5129 -0.4311 -2.6984
O -2.0420 0.2599 -1.5637
C -1.1386 -0.5230 -0.7793
C 0.1480 0.2858 -0.3740
N 1.4057 -0.4386 -0.7650
P -3.6486 -1.8738 -2.3061
O -3.1143 -2.8477 -1.2698
H 0.8720 -1.7976 -4.2575
H 0.4797 -3.5162 -3.9901
H 0.5291 -2.3728 -2.5709
H -1.7545 -0.5543 -4.7433
H -0.4650 -0.2246 -3.5603
H -3.1458 0.3015 -3.2582
H -1.6602 -0.7314 0.1847
H -0.8942 -1.5175 -1.1969
H 0.1819 0.3471 0.7412
H 0.1298 1.3277 -0.7446
H 2.0977 0.3108 -0.8155
H 1.6974 -0.9511 0.0668
H -4.9441 -1.3651 -2.0137
H -3.7745 -2.5881 -3.5445
C 1.1612 1.0111 4.7717
C 1.0107 2.2492 5.2397
C 1.8249 3.3702 4.7195
O 1.6900 4.4975 5.1463
C 2.8113 3.0642 3.6591
C 2.9618 1.8260 3.1913
C 2.1474 0.7049 3.7114
O 2.2824 -0.4239 3.2827
H 0.5754 0.1785 5.1399
H 0.2942 2.4917 6.0141
H 3.3970 3.8967 3.2908
H 3.6786 1.5835 2.4170
```

The net charge is 0. As for the multiplicity: 1. The max |F| comes out at 3.02 eV/Å. The HOMO energy comes out at -9.14 eV. Its SMILES is COC[C@H](OCCN)[PH2]=O.O=C1C=CC(=O)C=C1.

Molecular formula: C11H18NP
Method: DFT, wB97M-V/def2-TZVPD

The geometry in XYZ format:
```
31
Properties=species:S:1:pos:R:3
C 3.5504 1.5953 0.6999
C 2.3868 1.8006 1.3959
C 3.5628 0.4419 -0.0725
C 1.2336 0.9846 1.2322
C 2.5418 -0.4454 -0.1881
C 1.3850 -0.1457 0.4828
C -0.1086 -0.0017 -2.3736
C -2.3683 -1.0198 -1.4525
C -1.5904 1.2266 -0.7176
C -1.7813 -1.9337 2.3705
C -1.0816 -0.1315 -1.1299
N -1.0981 -0.7713 1.7583
P -0.1525 -1.2631 0.2499
H 4.3364 2.2657 0.6748
H 2.1741 2.6448 2.0071
H 4.4486 0.2103 -0.6302
H 0.4314 1.3422 1.7049
H 2.6682 -1.3895 -0.7461
H -0.6964 -0.3414 -3.3132
H 0.2693 1.0590 -2.5323
H 0.6713 -0.7579 -2.2236
H -3.2639 -0.7074 -1.0258
H -2.2202 -2.0094 -0.9828
H -2.5424 -1.1726 -2.5405
H -2.5790 1.2116 -0.1730
H -0.9476 1.6094 0.0756
H -1.7949 1.9648 -1.5462
H -0.9847 -2.4568 2.7839
H -2.5121 -1.4723 3.0745
H -2.3023 -2.4356 1.5647
H -1.6353 0.0983 1.5729
```

The net charge is 0. As for the multiplicity: 1. For the energy above the lowest of the compared OMol25 structures with the same formula, charge and spin, the calculation gives 0.0 kJ/mol. The max |F| comes out at 5.53 eV/Å. The HOMO energy comes out at -8.62 eV. Its SMILES is CNP(c1ccccc1)C(C)(C)C.

Molecular formula: C11H18O
Method: DFT, wB97M-V/def2-TZVPD

The geometry in XYZ format:
```
30
Properties=species:S:1:pos:R:3
C 1.1260 -2.3851 -2.1127
C 0.0674 1.2403 -2.1475
C 0.1294 -0.1422 -2.5372
C 0.9348 1.7345 -1.2325
C 0.9791 -0.9416 -1.7544
C 1.7923 0.9002 -0.5023
C 1.7438 -0.4489 -0.7053
O 0.9857 3.0398 -0.8372
H -0.7424 1.7470 -2.6204
H -0.4541 -0.6480 -3.3442
H 0.4379 3.5542 -1.4446
H 2.6225 1.3536 -0.0039
H 1.9728 -2.4593 -2.8412
H 0.3243 -2.7478 -2.8906
H 2.5518 -1.2031 -0.2400
H 1.1988 -3.0715 -1.2730
C -1.0221 0.1243 1.5378
C -2.5692 0.0765 1.5982
C -0.4962 1.2345 2.4586
C -0.3424 -1.2322 1.8283
H -0.7699 0.4426 0.5151
H -3.0030 -0.9164 1.6929
H -0.9359 1.0766 3.4493
H 0.6035 1.2762 2.3781
H -0.8329 2.2357 2.1266
H -0.7535 -1.7410 2.6820
H -0.4199 -1.9289 0.9824
H -2.8690 0.5203 0.5861
H -3.0043 0.5623 2.5431
H 0.7446 -1.2528 2.1085
```

The net charge is 0. As for the multiplicity: 1. For the energy above the lowest of the compared OMol25 structures with the same formula, charge and spin, the calculation gives 144.0 kJ/mol. The max |F| comes out at 3.35 eV/Å. The HOMO energy comes out at -8.38 eV. Its SMILES is Cc1ccc(O)cc1.CC(C)C.

Molecular formula: C11H18O7Si
Method: DFT, wB97M-V/def2-TZVPD

The geometry in XYZ format:
```
37
Properties=species:S:1:pos:R:3
C 3.0188 -0.9686 1.8908
O 2.8856 0.1810 1.0725
C 2.4076 1.3393 1.7399
C 1.1101 1.1416 2.5185
C 0.0016 0.4742 1.6810
Si -1.4316 1.5988 1.2445
C -3.0832 0.6761 1.2561
O -3.0451 -0.2048 2.3670
O -4.4290 -0.4841 2.7075
H 3.9158 -1.5031 1.5748
H 3.1249 -0.7066 2.9479
H 2.1519 -1.6271 1.7758
H 3.1834 1.7218 2.4184
H 2.2625 2.0795 0.9485
H 1.2915 0.5674 3.4304
H 0.8171 2.1402 2.8637
H 0.4408 0.0852 0.7568
H -0.4091 -0.3960 2.2016
H -1.2671 2.1490 -0.1252
H -1.4825 2.7212 2.2114
H -3.2472 0.1218 0.3224
H -3.9154 1.3764 1.3755
H -4.2953 -0.9184 3.5575
C -0.2203 -2.2398 -2.6559
C -0.9009 -1.7165 -3.6872
C -0.7126 -0.2781 -4.1529
O -1.3918 0.0564 -5.1095
C 0.2172 0.5698 -3.4542
C 0.8924 0.0534 -2.4129
C 0.7241 -1.3939 -1.9693
O 1.4427 -1.7325 -1.0478
O 1.7512 0.7389 -1.6864
O -1.7887 -2.3771 -4.4084
H -0.3406 -3.2626 -2.3287
H 0.3357 1.5935 -3.7794
H 2.0883 0.1612 -0.9623
H -2.1028 -1.7376 -5.0826
```

The net charge is 0. As for the multiplicity: 1. The max |F| comes out at 0.35 eV/Å. The HOMO energy comes out at -9.58 eV. Its SMILES is O=C1C=C(O)C(=O)C=C1O.COCCC[SiH2]COO.

Molecular formula: C11H18Si
Method: DFT, wB97M-V/def2-TZVPD

The geometry in XYZ format:
```
30
Properties=species:S:1:pos:R:3
C -0.2112 -2.5450 0.1260
C -0.5972 -2.0082 -1.0863
C -0.1948 -1.5349 1.1771
C -0.3379 -0.3134 0.6215
C -0.0504 -1.6270 2.7310
C -0.4639 1.0594 1.2261
C -0.5146 -0.3878 3.4016
C -0.0835 0.9800 2.7114
C -0.7231 -0.6087 -1.0747
C 0.2698 2.4329 -2.2116
C 1.1395 0.2274 -3.7671
Si 0.6369 0.5275 -1.9446
H -0.1116 -3.6253 0.2919
H -0.7125 -2.6953 -1.8936
H -0.7499 -2.3479 2.9556
H 1.0047 -1.7126 2.9683
H 0.1371 1.7222 0.5610
H -1.5131 1.3983 1.0019
H -1.6074 -0.3164 3.3976
H -0.0877 -0.2934 4.3996
H 1.0441 1.0802 2.8718
H -0.6655 1.7899 3.1114
H -1.6707 -0.2755 -1.3672
H -0.6515 2.3962 -2.9300
H -0.0948 2.7220 -1.2633
H 1.0657 3.0963 -2.5219
H 0.9869 -0.7641 -4.0143
H 0.5378 0.7641 -4.4294
H 2.1776 0.4483 -3.8186
H 2.0412 0.4110 -1.2311
```

The net charge is 0. As for the multiplicity: 1. For the energy above the lowest of the compared OMol25 structures with the same formula, charge and spin, the calculation gives 280.6 kJ/mol. The max |F| comes out at 5.39 eV/Å. The HOMO energy comes out at -7.98 eV. Its SMILES is C[SiH](C)[C@H]1C=CC2=C1CCCC2.

Molecular formula: C11H19BBrCl3N
Method: DFT, wB97M-V/def2-TZVPD

The geometry in XYZ format:
```
36
Properties=species:S:1:pos:R:3
C 2.8083 -1.2437 3.2814
C 2.5264 -1.6069 2.0535
C 1.9293 -2.1201 0.6602
B 1.8277 -0.9841 -0.5232
Br 2.1005 -2.0207 -2.2785
C 3.0893 0.1167 -0.5038
C 2.6498 1.6040 -0.0843
C 2.8644 2.1442 1.4294
N 2.1265 2.5046 -0.9398
C 0.3463 -0.2831 -0.6759
C -0.3714 0.1191 0.7097
C -0.6209 1.6994 0.9292
Cl -2.0841 -0.6623 0.6915
H 3.1084 -1.0362 4.3778
H 0.8984 -2.6437 0.8071
H 2.6652 -2.9372 0.2745
H 3.9817 -0.2292 0.1316
H 3.4926 0.2017 -1.5952
H 3.8588 2.7528 1.3966
H 2.0216 2.8319 1.7886
H 3.0511 1.2694 2.1481
H 2.0913 2.0088 -1.8643
H 0.3289 0.6106 -1.4246
H -0.3343 -1.0887 -1.1745
H 0.1258 -0.2829 1.6601
H -1.7393 1.8888 1.1969
H -0.3622 2.3629 0.0322
H -0.0397 1.9985 1.8934
Cl -6.1877 -2.6522 -1.1032
C -5.3629 -1.0729 -1.0483
C -5.2303 -0.4480 -2.4232
Cl -4.0953 -1.3436 -3.4635
H -4.3889 -1.2158 -0.5768
H -5.9616 -0.4262 -0.4030
H -4.8405 0.5683 -2.3321
H -6.1932 -0.3983 -2.9367
```

The net charge is -1. As for the multiplicity: 1. The max |F| comes out at 5.56 eV/Å. The HOMO energy comes out at -5.65 eV.